80
Properties=species:S:1:pos:R:3:mulliken_charge:R:1 method="wB97M-V/def2-TZVPD" multiplicity=5 homo_energy_ev="-13.53 / -14.49" total_charge=+2 relative_energy_kj_mol=555.8 s_squared=6.103 lumo_energy_ev="-8.58 / -9.17" gap_ha="0.1818 / 0.1953"
Os 0.18 4.04 -3.63 1.117
C 1.28 2.26 -0.53 -0.241
C 1.72 3.28 -1.45 -0.032
C 3.23 3.09 -1.92 -0.956
C 3.28 2.70 -3.39 -0.812
C 1.90 2.12 -3.82 0.322
C 1.33 1.00 -3.22 0.361
C 1.72 0.27 -2.08 -1.103
C 1.63 0.86 -0.64 -1.115
C -1.17 2.35 -3.73 -1.622
H 0.47 2.55 0.06 0.500
H 1.71 4.28 -0.95 0.420
H 3.78 2.38 -1.28 0.395
H 3.72 4.13 -1.75 0.333
H 3.60 3.56 -4.02 0.308
H 4.18 2.06 -3.61 0.425
H 1.98 2.05 -4.93 -0.303
H 0.45 0.60 -3.78 0.450
H 2.79 -0.01 -2.09 0.368
H 1.21 -0.74 -2.14 0.396
H 0.92 0.28 -0.04 0.281
H 2.65 0.75 -0.21 0.594
H -1.53 1.94 -2.81 0.414
H -0.84 1.48 -4.36 0.187
H -1.93 2.95 -4.31 0.677
P -0.46 6.43 -4.33 0.445
P -0.49 4.45 -5.94 0.483
C 1.13 6.29 -5.09 -0.373
C 1.13 5.23 -5.97 -0.703
C -0.85 8.22 -4.50 0.384
C 0.05 9.25 -4.91 -0.335
C -0.36 10.58 -4.99 -0.678
C -1.67 11.00 -4.66 -0.535
C -2.56 9.99 -4.26 -0.718
C -2.17 8.64 -4.21 -0.270
C -0.39 5.96 -2.61 -0.096
C -0.80 4.59 -2.07 0.423
C -0.48 4.48 -0.59 -1.205
C -0.02 5.56 0.14 -0.302
C 0.31 6.80 -0.43 -0.745
C 0.08 7.01 -1.77 -0.960
C -1.18 5.15 -7.53 1.022
C -1.61 6.49 -7.61 -0.106
C -2.02 7.08 -8.82 -0.828
C -2.08 6.36 -10.02 -0.537
C -1.67 5.02 -9.98 -0.817
C -1.22 4.44 -8.77 -0.483
C -0.18 2.73 -6.67 1.181
C -1.30 1.91 -6.88 -0.284
C -1.10 0.58 -7.23 -0.844
C 0.19 0.11 -7.43 -0.815
C 1.27 0.97 -7.39 -0.461
C 1.10 2.33 -7.06 -0.794
H 1.90 7.05 -4.94 0.658
H 1.90 5.04 -6.73 0.668
H 1.06 9.00 -5.14 0.336
H 0.35 11.37 -5.30 0.391
H -1.97 12.04 -4.70 0.454
H -3.58 10.28 -3.98 0.408
H -2.90 7.89 -3.91 0.462
H -1.91 4.43 -2.15 1.002
H -0.92 3.60 -0.04 0.967
H 0.19 5.49 1.21 0.467
H 0.76 7.62 0.15 0.435
H 0.32 7.97 -2.24 0.437
H -1.65 7.09 -6.71 0.283
H -2.33 8.14 -8.85 0.411
H -2.41 6.80 -10.96 0.418
H -1.68 4.41 -10.89 0.420
H -0.91 3.39 -8.81 0.210
H -2.31 2.33 -6.73 0.443
H -1.95 -0.05 -7.32 0.525
H 0.35 -0.92 -7.67 0.448
H 2.29 0.64 -7.60 0.449
H 1.93 3.06 -7.07 0.356
F -1.42 1.40 -0.83 -0.214
B -1.79 0.09 -0.15 0.229
F -3.20 0.04 -0.16 -0.337
F -1.16 -0.96 -0.86 -0.376
F -1.27 0.14 1.15 -0.362

=====

6
Properties=species:S:1:pos:R:3:mulliken_charge:R:1 method="wB97M-V/def2-TZVPD" multiplicity=1 homo_energy_ev=-11.25 relative_energy_kj_mol=24.3 lumo_energy_ev=0.62 gap_ha=0.4363
H -1.28 -1.27 -0.62 0.305
H -1.53 0.27 -0.22 0.337
H 1.70 -0.05 -0.16 0.321
H 1.73 0.87 1.09 0.327
O -1.92 -0.62 -0.29 -0.647
O 1.30 0.79 0.19 -0.643

=====

19
Properties=species:S:1:pos:R:3:mulliken_charge:R:1 method="wB97M-V/def2-TZVPD" multiplicity=1 homo_energy_ev=-8.61 relative_energy_kj_mol=100.5 lumo_energy_ev=1.00 gap_ha=0.3534
N -0.82 1.22 -0.25 -0.502
C -1.58 0.32 -1.07 -0.459
C -1.80 -0.83 -0.11 -0.599
C -0.40 -1.07 0.48 -0.820
C 0.18 0.38 0.54 0.031
C 1.54 0.43 -0.09 -0.783
N 2.54 -0.25 0.72 -0.669
H -0.25 1.94 -0.66 0.251
H -2.56 0.65 -1.46 0.359
H -1.08 -0.05 -1.98 0.246
H -2.12 -1.75 -0.61 0.336
H -2.65 -0.62 0.57 0.300
H -0.48 -1.50 1.48 0.291
H 0.18 -1.67 -0.22 0.334
H 0.06 0.74 1.55 0.395
H 1.41 -0.09 -1.06 0.365
H 1.86 1.40 -0.47 0.417
H 3.47 0.02 0.43 0.260
H 2.56 -1.25 0.51 0.248

=====

61
Properties=species:S:1:pos:R:3:mulliken_charge:R:1 method="wB97M-V/def2-TZVPD" multiplicity=2 homo_energy_ev="-13.64 / -13.64" total_charge=+2 relative_energy_kj_mol=240.7 s_squared=0.771 lumo_energy_ev="-8.06 / -9.06" gap_ha="0.2049 / 0.1682"
Ir -1.24 1.28 -0.03 2.287
N 2.59 3.00 -0.27 0.071
C 3.61 2.10 -0.25 -0.008
C 4.94 2.55 -0.18 -0.749
C 5.98 1.65 -0.18 -0.668
C 5.73 0.27 -0.23 -0.694
C 4.44 -0.19 -0.30 -0.654
C 3.38 0.71 -0.31 1.079
S 1.75 0.10 -0.42 0.212
N 0.81 1.43 -0.47 -0.294
C 1.26 2.72 -0.41 0.428
C 0.30 3.76 -0.48 0.819
C 0.62 5.13 -0.59 -0.795
C -0.37 6.07 -0.63 -0.597
C -1.71 5.66 -0.61 -0.869
C -1.97 4.31 -0.51 0.202
N -1.02 3.38 -0.42 -0.078
H 2.84 3.98 -0.16 0.126
H 5.13 3.61 -0.13 0.453
H 7.00 2.01 -0.13 0.431
H 6.56 -0.42 -0.22 0.440
H 4.24 -1.25 -0.34 0.570
H 1.65 5.44 -0.64 0.363
H -0.13 7.12 -0.67 0.481
H -2.51 6.37 -0.64 0.457
H -3.00 3.97 -0.48 0.265
F -3.73 0.30 0.44 -0.222
C -3.24 1.12 -0.53 0.011
F -3.32 0.42 -1.68 -0.244
H -3.89 2.00 -0.60 0.345
O -1.15 -0.93 -0.36 -1.153
S -1.64 -2.07 -1.20 -0.072
C -2.66 -3.10 -0.11 0.721
C -2.97 -2.68 1.17 -0.122
C -3.71 -3.52 1.98 -0.655
C -4.16 -4.74 1.49 -0.543
C -3.84 -5.15 0.20 -0.613
C -3.11 -4.31 -0.62 -0.678
C -0.17 -3.13 -1.29 0.574
C 0.62 -3.24 -0.16 -0.632
C 1.75 -4.04 -0.21 -0.703
C 2.08 -4.70 -1.38 -0.577
C 1.29 -4.57 -2.51 -0.631
C 0.15 -3.77 -2.47 -0.184
H -2.63 -1.72 1.54 0.374
H -3.94 -3.21 2.99 0.461
H -4.78 -5.37 2.11 0.402
H -4.17 -6.11 -0.17 0.420
H -2.88 -4.60 -1.64 0.436
H 0.35 -2.72 0.75 0.496
H 2.35 -4.16 0.68 0.521
H 2.97 -5.32 -1.42 0.436
H 1.54 -5.09 -3.42 0.442
H -0.47 -3.67 -3.35 0.516
F 0.21 0.60 2.57 -0.247
C -1.03 1.08 2.26 0.288
F -1.91 0.24 2.86 -0.202
C -1.17 2.50 2.84 0.435
F -1.26 2.58 4.15 -0.228
F -2.25 3.09 2.31 -0.223
F -0.11 3.23 2.45 -0.229

=====

54
Properties=species:S:1:pos:R:3:mulliken_charge:R:1 method="wB97M-V/def2-TZVPD" multiplicity=1 homo_energy_ev=-12.30 total_charge=+2 relative_energy_kj_mol=0.0 lumo_energy_ev=-5.95 gap_ha=0.2334
C -0.98 -2.16 -4.36 -0.877
C -1.56 -1.22 -5.38 0.980
H -1.32 -3.17 -4.64 0.417
H 0.10 -2.15 -4.49 0.323
C -1.53 0.10 -5.09 0.652
C -1.27 0.52 -3.62 -0.944
H -2.21 0.33 -3.08 0.351
H -1.13 1.61 -3.59 0.341
C -2.00 -1.69 -6.74 -1.589
H -1.90 -2.76 -6.87 0.386
H -1.43 -1.26 -7.59 0.317
H -3.04 -1.46 -7.02 0.363
C -1.81 1.10 -6.17 -1.652
H -2.83 0.99 -6.56 0.323
H -1.14 0.93 -7.03 0.303
H -1.69 2.15 -5.86 0.378
Sr -0.64 -0.29 2.22 2.175
O -0.56 -0.52 -0.43 -0.641
C 0.08 0.01 -1.38 0.095
O 0.67 1.32 1.21 -0.851
C 1.34 1.51 0.18 0.366
O 2.39 2.29 0.16 -0.301
N 1.08 0.95 -1.09 0.314
C 2.99 2.25 -1.18 -0.439
C 2.06 1.46 -2.06 -0.448
H 3.97 1.77 -1.08 0.288
H 3.12 3.28 -1.51 0.322
H 2.60 0.65 -2.57 0.376
H 1.55 2.12 -2.79 0.301
C -0.24 -0.24 -2.91 0.876
C -0.46 -1.74 -3.10 -1.557
H 0.71 0.05 -3.36 0.266
H -1.11 -2.19 -2.33 0.316
H 0.49 -2.14 -2.66 0.505
C -2.03 2.50 5.98 -0.715
C -1.28 2.07 7.06 -0.392
C -0.37 1.03 6.89 -0.546
C -0.24 0.42 5.62 0.571
N -0.99 0.85 4.57 -0.179
C -1.87 1.86 4.74 -0.151
C 0.72 -0.69 5.38 0.355
C 1.49 -1.25 6.42 -0.572
C 2.38 -2.27 6.11 -0.457
C 2.47 -2.73 4.80 -0.738
C 1.67 -2.14 3.81 -0.073
N 0.80 -1.14 4.11 -0.268
H -2.75 3.31 6.07 0.405
H -1.37 2.54 8.06 0.425
H 0.25 0.66 7.72 0.303
H -2.44 2.15 3.86 0.419
H 1.38 -0.88 7.42 0.349
H 2.99 -2.71 6.90 0.446
H 3.16 -3.54 4.51 0.385
H 1.70 -2.45 2.75 0.396

=====

45
Properties=species:S:1:pos:R:3:mulliken_charge:R:1 method="wB97M-V/def2-TZVPD" multiplicity=1 homo_energy_ev=-10.82 total_charge=+1 lumo_energy_ev=-4.51 gap_ha=0.2319
C 1.62 -0.96 2.93 -0.680
N 1.98 0.34 3.54 -0.427
C 1.14 1.43 3.01 -0.457
C 1.68 2.03 1.70 0.659
N 1.12 2.88 0.82 -0.305
N 1.94 3.09 -0.20 -0.624
N 2.99 2.40 0.07 0.874
C 4.23 2.32 -0.74 -0.680
C 4.64 0.87 -1.20 -0.638
C 3.49 -0.19 -1.26 -0.492
C 2.26 0.21 -2.13 -0.682
S 0.92 -1.02 -1.75 -0.098
C -0.49 -0.15 -1.13 0.235
N -1.69 -0.19 -1.65 -0.295
N -2.57 0.54 -0.95 -0.435
C -1.88 1.07 0.06 -0.014
O -0.61 0.65 -0.02 -0.114
N 2.93 1.74 1.21 -0.227
H 2.43 -1.71 3.04 0.342
H 0.73 -1.37 3.46 0.298
H 1.38 -0.90 1.84 0.172
H 2.97 0.54 3.42 0.272
H 0.93 2.19 3.79 0.356
H 0.17 0.96 2.75 0.239
H 5.05 2.69 -0.07 0.317
H 4.20 3.02 -1.59 0.374
H 5.22 0.96 -2.14 0.372
H 5.37 0.50 -0.44 0.367
H 3.15 -0.44 -0.23 0.114
H 3.93 -1.12 -1.69 0.490
H 1.93 1.26 -2.02 0.368
H 2.50 0.04 -3.20 0.473
H -2.32 1.74 0.81 0.458
H 3.68 1.16 1.59 0.322
N -4.45 -3.02 -0.77 -0.483
C -4.63 -1.72 -1.06 -0.167
C -5.87 -1.16 -1.31 -0.556
C -6.99 -1.98 -1.27 -0.330
C -6.82 -3.32 -0.98 -0.390
C -5.54 -3.79 -0.73 -0.205
H -3.73 -1.12 -1.08 0.729
H -5.96 -0.10 -1.54 0.360
H -7.97 -1.57 -1.47 0.372
H -7.67 -3.99 -0.94 0.364
H -5.36 -4.83 -0.50 0.372

=====

20
Properties=species:S:1:pos:R:3:mulliken_charge:R:1 method="wB97M-V/def2-TZVPD" multiplicity=2 homo_energy_ev="1.18 / -4.92" total_charge=-1 relative_energy_kj_mol=8.3 s_squared=0.750 lumo_energy_ev="4.00 / 3.74" gap_ha="0.1037 / 0.3181"
C -0.23 1.72 2.65 -1.384
C -1.92 0.09 -0.03 -1.696
C -0.79 1.27 1.34 1.211
C -0.66 1.85 0.13 -2.161
N -1.59 0.16 1.23 -0.811
N -1.35 1.07 -0.76 0.586
H -2.41 -0.73 -0.53 0.983
H -1.75 1.52 -1.60 0.829
H -0.22 2.77 -0.22 0.562
H -0.86 1.38 3.48 0.316
H -0.06 2.79 2.72 0.349
H 0.74 1.25 2.84 0.308
C 0.99 -1.38 -1.81 -0.565
C 1.80 -2.37 -0.98 -0.952
H 1.25 -1.44 -2.87 0.514
H -0.08 -1.60 -1.75 -0.052
H 1.12 -0.34 -1.50 0.018
H 1.77 -2.15 0.08 0.351
H 2.85 -2.47 -1.26 0.292
H 1.40 -3.38 -1.16 0.301

=====

56
Properties=species:S:1:pos:R:3:mulliken_charge:R:1 method="wB97M-V/def2-TZVPD" multiplicity=4 homo_energy_ev="-1.09 / -1.65" total_charge=-2 relative_energy_kj_mol=64.0 s_squared=3.790 lumo_energy_ev="4.52 / 4.52" gap_ha="0.2059 / 0.2267"
Cr 1.01 -0.05 -0.05 -0.941
C -2.29 -2.32 1.28 -2.161
C -1.02 -2.07 0.48 1.214
O -0.48 -0.93 0.64 0.535
C -0.53 -3.06 -0.42 0.758
C -1.16 -4.31 -0.56 -1.043
C -0.71 -5.27 -1.44 -0.766
C 0.41 -5.02 -2.23 -0.434
C 1.07 -3.81 -2.11 -0.706
C 0.65 -2.79 -1.23 0.651
O 1.31 -1.70 -1.20 -0.446
H -2.44 -1.44 1.91 0.244
H -2.19 -3.20 1.92 0.504
H -3.14 -2.45 0.62 0.376
H -2.03 -4.53 0.04 0.336
H -1.23 -6.22 -1.53 0.348
H 0.77 -5.77 -2.92 0.376
H 1.94 -3.61 -2.72 0.404
N 2.34 -0.81 1.23 -0.351
N 2.47 1.13 -0.66 0.323
C 2.20 2.16 -1.45 0.129
O 2.93 3.13 -1.66 -0.835
O 1.01 2.08 -2.10 -0.427
H 3.30 -0.52 1.29 0.032
H 2.34 -1.82 1.32 0.010
H 3.37 1.27 -0.20 0.081
F 1.49 4.24 2.36 -0.212
C 0.20 4.15 2.05 0.638
F -0.47 4.89 2.96 -0.264
F 0.01 4.74 0.87 -0.207
S -0.38 2.34 2.16 0.822
O 0.41 1.65 1.20 0.263
O -1.79 2.44 1.97 -0.724
N 0.02 2.18 3.68 -0.627
S 0.69 0.82 4.11 0.992
O 0.23 -0.33 3.42 -0.563
O 0.71 0.73 5.55 -0.740
C 2.51 1.15 3.74 0.678
F 2.91 2.09 4.62 -0.290
F 2.79 1.63 2.54 -0.158
F 3.30 0.08 3.97 -0.241
C -2.19 0.18 -1.55 -1.893
C -1.23 1.24 -2.11 2.659
C -1.58 2.58 -1.47 -1.870
C -1.47 1.37 -3.62 -2.082
C 0.25 0.87 -1.85 -0.049
H -3.21 0.39 -1.88 0.524
H -2.17 0.20 -0.47 0.123
H -1.91 -0.82 -1.90 0.277
H -2.63 2.83 -1.66 0.453
H -0.95 3.37 -1.87 0.357
H -1.43 2.55 -0.39 0.273
H -2.47 1.75 -3.83 0.449
H -1.36 0.40 -4.11 0.438
H -0.73 2.05 -4.05 0.338
H 0.54 0.19 -2.69 0.424

=====

| no. | calculated total energy (eV) |
| --- | --- |
| 1 | -69463.1351 |
| 2 | -4159.6875 |
| 3 | -8359.0945 |
| 4 | -78355.9667 |
| 5 | -34655.4786 |
| 6 | -39651.0672 |
| 7 | -9395.4662 |
| 8 | -104166.0812 |